No. 1
{
  "formula": "C27H46Cl3O2PPb",
  "method": "ωB97M-V/def2-TZVPD",
  "symbols": ["Pb", "P", "Cl", "C", "H", "H", "C", "C", "C", "H", "C", "H", "H", "C", "H", "H", "C", "H", "H", "C", "H", "H", "H", "H", "C", "C", "H", "C", "H", "H", "C", "H", "H", "C", "H", "H", "C", "H", "H", "H", "H", "C", "H", "C", "H", "H", "C", "H", "H", "C", "H", "H", "C", "H", "H", "H", "H", "C", "C", "H", "C", "H", "C", "H", "H", "C", "H", "H", "C", "H", "H", "H", "H", "Cl", "C", "Cl", "C", "O", "O", "H"],
  "positions_angstrom": [[1.862, 2.723, 3.327], [-0.430, -0.619, 0.227], [2.485, 0.371, 2.738], [1.300, -0.414, -0.535], [1.577, 0.632, -0.224], [1.904, -1.092, 0.143], [-1.167, 0.981, 0.835], [-0.275, -1.726, 1.686], [-2.712, 0.991, 0.882], [-0.787, 1.026, 1.878], [-3.233, 2.260, 1.565], [-3.102, 0.945, -0.148], [-3.099, 0.101, 1.406], [-2.648, 3.538, 0.950], [-4.326, 2.272, 1.489], [-2.986, 2.212, 2.634], [-1.124, 3.488, 0.769], [-3.120, 3.713, -0.026], [-2.918, 4.395, 1.577], [-0.634, 2.208, 0.076], [-0.785, 4.359, 0.193], [-0.639, 3.560, 1.757], [-0.978, 2.165, -0.972], [0.469, 2.211, 0.022], [-1.450, -1.365, -1.102], [0.076, -3.152, 1.250], [0.600, -1.278, 2.193], [0.513, -3.949, 2.484], [-0.810, -3.631, 0.803], [0.871, -3.155, 0.486], [-0.553, -3.941, 3.588], [0.742, -4.978, 2.193], [1.439, -3.508, 2.873], [-1.056, -2.535, 3.929], [-1.408, -4.547, 3.262], [-0.159, -4.414, 4.494], [-1.448, -1.724, 2.687], [-1.918, -2.590, 4.601], [-0.269, -1.982, 4.460], [-2.340, -2.168, 2.213], [-1.718, -0.699, 2.981], [-1.679, -0.307, -2.196], [-0.798, -2.160, -1.504], [-2.287, -0.972, -3.440], [-2.375, 0.463, -1.824], [-0.749, 0.234, -2.440], [-3.494, -1.872, -3.118], [-2.585, -0.186, -4.148], [-1.511, -1.574, -3.935], [-3.282, -2.818, -1.928], [-4.366, -1.239, -2.907], [-3.745, -2.467, -4.003], [-2.759, -2.071, -0.696], [-4.214, -3.335, -1.668], [-2.546, -3.586, -2.207], [-3.496, -1.332, -0.342], [-2.590, -2.776, 0.133], [1.155, 1.957, -3.237], [1.547, -1.141, -1.668], [0.058, 2.187, -3.013], [2.849, -0.878, -2.306], [0.699, -1.148, -2.465], [3.763, 0.291, -1.849], [3.234, -1.767, -1.835], [2.938, -1.003, -3.342], [3.595, 1.591, -2.758], [3.520, 0.598, -0.831], [4.870, -0.002, -1.825], [2.378, 2.456, -2.414], [4.559, 2.159, -2.684], [3.608, 1.191, -3.775], [2.240, 2.307, -1.199], [2.651, 3.491, -2.844], [6.383, 4.401, 1.678], [5.187, 3.383, 0.844], [5.805, 1.733, 0.541], [3.927, 3.241, 1.675], [2.770, 3.011, 1.075], [4.018, 3.409, 2.919], [4.978, 3.850, -0.110]],
  "atomic_forces_ev_per_a": [[0.249, -0.230, -0.805], [0.042, -0.141, -0.588], [-0.149, 0.130, 0.350], [-1.442, 0.513, 6.533], [0.210, -0.741, -1.069], [-0.236, 1.132, 0.850], [0.472, -0.238, 0.028], [0.022, 0.449, -0.160], [-0.002, -0.275, -0.083], [-0.118, 0.006, -0.239], [0.199, -0.076, -0.030], [0.132, 0.063, 0.388], [0.126, 0.317, -0.181], [-0.039, 0.014, -0.063], [0.158, 0.049, 0.088], [0.000, 0.031, -0.072], [0.017, -0.069, -0.183], [0.124, -0.073, 0.071], [0.032, -0.073, -0.116], [-0.062, 0.029, -0.148], [-0.057, -0.160, 0.148], [-0.074, 0.000, -0.023], [0.138, 0.147, 0.359], [-0.452, 0.062, 0.048], [-0.021, -0.011, 0.425], [0.009, -0.128, 0.105], [-0.233, -0.231, -0.101], [0.068, 0.065, 0.081], [0.247, 0.118, 0.056], [-0.196, -0.003, 0.196], [-0.162, -0.008, -0.129], [0.011, 0.057, 0.071], [-0.064, -0.057, -0.055], [0.116, 0.202, -0.055], [0.064, 0.010, 0.001], [-0.053, 0.014, -0.140], [-0.040, -0.066, -0.230], [0.121, -0.047, 0.001], [-0.057, -0.075, -0.042], [0.216, 0.107, 0.146], [0.100, -0.279, -0.040], [-0.334, 0.084, -0.117], [-0.008, 0.289, 0.081], [0.150, -0.085, 0.057], [0.124, -0.324, -0.118], [-0.176, -0.203, -0.139], [-0.144, 0.117, 0.038], [0.109, -0.257, 0.084], [-0.081, 0.149, 0.088], [0.112, 0.139, 0.028], [0.068, -0.036, -0.002], [-0.028, 0.128, 0.080], [0.089, 0.166, 0.124], [0.126, 0.057, -0.164], [-0.114, 0.051, 0.087], [0.129, -0.239, -0.178], [-0.073, 0.203, -0.300], [0.027, -0.908, 0.017], [-2.821, 1.466, -7.367], [1.311, 0.603, 0.621], [1.790, -0.347, 2.246], [1.396, -0.389, 1.243], [0.366, 1.004, -0.653], [1.825, -0.985, -0.143], [-0.476, -0.243, -1.482], [1.533, -1.355, 0.852], [0.170, -0.165, 0.111], [-1.569, 0.109, -0.239], [-1.471, -0.512, 0.206], [-0.683, -0.182, 0.245], [-0.504, 0.450, -0.208], [0.452, 1.272, -2.581], [-0.585, -0.807, 1.435], [-0.134, -0.207, -0.222], [0.278, -0.220, -0.108], [-0.085, 0.434, 0.127], [-2.563, 0.191, -1.256], [2.841, 0.598, 2.245], [-0.337, -0.452, -0.038], [-0.121, -0.125, -0.099]],
  "lowdin_charge": [1.16, 1.19, -0.06, -0.32, 0.06, 0.10, -0.35, -0.40, -0.20, 0.10, -0.19, 0.10, 0.10, -0.19, 0.11, 0.11, -0.19, 0.12, 0.11, -0.20, 0.12, 0.06, 0.10, 0.07, -0.38, -0.19, 0.04, -0.19, 0.11, 0.11, -0.20, 0.11, 0.12, -0.19, 0.11, 0.11, -0.19, 0.11, 0.12, 0.11, 0.10, -0.21, 0.12, -0.17, 0.10, 0.06, -0.20, 0.12, 0.12, -0.19, 0.11, 0.11, -0.19, 0.11, 0.12, 0.11, 0.09, -0.12, -0.20, -0.10, -0.21, 0.11, -0.21, 0.10, 0.09, -0.28, 0.04, 0.11, -0.39, 0.09, 0.08, 0.08, 0.09, 0.63, -0.97, 0.65, -0.78, -0.22, -0.23, 0.07],
  "homo_energy_ha": [-0.1575, -0.1628],
  "e_lumo_ev": [-1.20, -1.19],
  "relative_energy_kj_mol": 468.7,
  "total_energy_ha": -3121.41211,
  "homo_lumo_gap_ev": [3.0880, 3.2367]
}

---

No. 2
{
  "formula": "C27H46Cl9F9N4O10",
  "method": "ωB97M-V/def2-TZVPD",
  "symbols": ["C", "C", "O", "C", "O", "C", "F", "F", "F", "H", "H", "H", "H", "H", "C", "C", "O", "C", "O", "C", "F", "F", "F", "H", "H", "H", "H", "H", "C", "C", "O", "C", "O", "C", "F", "F", "F", "H", "H", "H", "H", "H", "Cl", "C", "Cl", "Cl", "H", "Cl", "C", "Cl", "Cl", "H", "Cl", "C", "Cl", "Cl", "H", "C", "N", "C", "C", "O", "H", "H", "H", "H", "H", "H", "H", "C", "N", "C", "C", "O", "H", "H", "H", "H", "H", "H", "H", "C", "N", "C", "C", "O", "H", "H", "H", "H", "H", "H", "H", "C", "N", "C", "C", "O", "H", "H", "H", "H", "H", "H", "H"],
  "positions_angstrom": [[34.010, -10.842, 17.306], [34.399, -9.427, 17.725], [33.247, -8.644, 17.993], [32.789, -8.537, 19.224], [33.230, -9.123, 20.170], [31.710, -7.466, 19.369], [32.138, -6.569, 20.269], [31.489, -6.764, 18.249], [30.550, -7.977, 19.774], [33.480, -11.387, 18.091], [34.896, -11.473, 17.226], [33.390, -10.703, 16.424], [34.865, -8.968, 16.851], [35.203, -9.417, 18.460], [26.200, -11.820, 20.365], [27.083, -12.914, 20.947], [28.446, -12.480, 20.855], [29.176, -12.850, 19.809], [28.758, -13.371, 18.810], [30.605, -12.316, 19.821], [30.890, -11.787, 21.011], [31.448, -13.317, 19.614], [30.743, -11.365, 18.910], [26.314, -10.841, 20.834], [25.156, -12.015, 20.634], [26.272, -11.767, 19.280], [26.958, -13.882, 20.468], [26.804, -13.140, 21.976], [28.074, -17.764, 22.824], [27.198, -16.719, 22.195], [26.311, -16.249, 23.218], [25.664, -15.130, 23.048], [25.794, -14.402, 22.104], [24.604, -14.825, 24.133], [24.733, -13.635, 24.700], [23.385, -14.895, 23.581], [24.630, -15.753, 25.109], [28.499, -17.312, 23.720], [28.821, -18.162, 22.142], [27.497, -18.604, 23.218], [26.613, -17.108, 21.361], [27.821, -15.901, 21.825], [25.262, -13.259, 16.758], [26.209, -14.772, 16.858], [25.521, -15.966, 15.758], [26.061, -15.315, 18.493], [27.217, -14.486, 16.579], [31.901, -16.510, 17.938], [30.161, -16.226, 18.130], [29.559, -17.280, 19.392], [29.344, -16.548, 16.571], [29.968, -15.206, 18.438], [30.895, -10.723, 25.615], [31.257, -10.013, 24.027], [32.852, -9.212, 24.121], [29.938, -8.970, 23.437], [31.346, -10.787, 23.276], [20.618, -14.785, 20.364], [21.869, -14.808, 19.645], [22.953, -14.026, 20.219], [22.113, -15.693, 18.663], [21.294, -16.497, 18.252], [20.753, -15.261, 21.340], [19.799, -15.288, 19.860], [20.290, -13.762, 20.560], [22.785, -12.950, 20.210], [23.065, -14.314, 21.269], [23.924, -14.335, 19.830], [23.132, -15.607, 18.258], [28.126, -10.443, 16.974], [27.340, -9.395, 17.559], [27.978, -8.741, 18.684], [26.141, -9.029, 17.093], [25.514, -8.056, 17.485], [27.651, -10.969, 16.146], [28.446, -11.164, 17.726], [29.102, -10.160, 16.559], [28.194, -9.380, 19.542], [28.881, -8.230, 18.366], [27.306, -7.961, 19.038], [25.710, -9.627, 16.281], [25.639, -7.470, 21.447], [24.903, -6.586, 22.362], [25.025, -6.902, 23.769], [24.173, -5.554, 21.924], [23.571, -4.768, 22.641], [25.031, -8.358, 21.265], [26.618, -7.557, 21.910], [25.724, -7.029, 20.453], [26.048, -7.108, 24.079], [24.505, -6.194, 24.407], [24.432, -7.819, 23.888], [24.110, -5.418, 20.837], [29.391, -13.347, 23.631], [30.341, -14.446, 23.537], [30.704, -15.244, 24.735], [30.552, -15.023, 22.337], [30.116, -14.630, 21.267], [28.530, -13.595, 24.254], [29.038, -12.939, 22.688], [29.899, -12.491, 24.083], [29.945, -16.009, 24.900], [31.651, -15.717, 24.501], [30.675, -14.547, 25.568], [31.147, -15.947, 22.441]],
  "atomic_forces_ev_per_a": [[-0.067, 0.243, 1.092], [1.163, -1.093, -0.910], [-0.501, 0.856, -0.223], [1.229, -0.725, 0.124], [-0.414, 0.004, 0.289], [-0.080, 1.177, -0.170], [-0.118, -0.325, 0.257], [-0.074, -0.460, -0.139], [0.214, -0.119, 0.267], [-0.459, 0.420, -0.012], [0.114, 0.280, -0.860], [0.143, -0.764, -0.190], [-0.281, 0.264, -0.011], [-0.675, 0.213, 0.703], [-0.887, -0.319, 0.386], [-0.083, 1.055, -0.796], [1.287, 0.205, -0.393], [-1.584, 0.719, -0.118], [0.061, -0.558, -0.120], [-0.374, -0.561, 1.464], [0.367, 0.389, 0.346], [0.553, 0.361, -0.842], [0.273, 0.150, -0.539], [0.756, -0.004, -0.122], [-0.012, -0.456, -0.313], [0.069, 0.157, -0.010], [0.327, 0.484, -0.443], [1.454, 1.472, -0.332], [-0.451, -0.288, 0.818], [0.549, 0.039, -0.840], [-0.416, -0.385, 1.094], [-0.124, 0.094, -0.493], [-2.106, -1.643, 0.848], [-0.425, -1.199, 0.822], [0.349, 0.220, -0.281], [0.166, 0.157, -0.203], [0.188, 0.300, -0.190], [0.540, -0.052, -0.153], [0.119, 0.246, 0.015], [-0.148, -0.016, -0.270], [-0.119, 0.077, 0.056], [-0.186, 0.125, -0.003], [0.001, 0.216, -0.289], [-0.869, 0.745, -0.474], [0.339, 0.055, -0.070], [0.511, -0.662, 0.664], [0.113, -0.465, 0.180], [-0.111, 0.281, 0.006], [0.243, -0.255, -0.337], [-0.342, -0.261, 0.145], [0.045, 0.195, 0.439], [0.093, 0.019, -0.176], [-0.088, 0.215, -0.249], [0.356, 0.182, -0.085], [-0.685, 0.010, -0.184], [0.460, -0.079, 0.344], [0.042, -0.204, 0.183], [-0.296, 0.053, 0.584], [0.399, 0.737, 0.081], [0.106, -0.835, 0.922], [-0.665, -0.436, -0.248], [0.322, 0.094, -0.069], [-0.053, -0.054, 0.046], [0.335, -0.160, -0.351], [0.196, 0.103, -0.117], [0.031, 0.029, -0.411], [-0.279, 0.164, 0.148], [-0.247, 0.427, -0.596], [0.052, -0.047, -0.052], [0.846, -1.022, -0.365], [1.103, -0.763, 0.307], [-0.692, 1.129, -0.063], [-0.895, 1.211, -0.055], [0.069, -0.271, 0.251], [-0.490, 0.075, 0.252], [-0.523, -0.222, 0.095], [-0.196, 0.876, 0.012], [0.022, -0.456, -0.296], [0.113, -0.191, -0.120], [-0.047, -0.034, -0.053], [0.419, -0.425, -0.101], [-1.007, 1.014, 0.119], [0.916, 0.023, -0.505], [-1.332, -0.957, -0.126], [-0.732, 1.070, 0.356], [0.116, -0.261, 0.036], [0.632, -0.556, 0.418], [0.120, -0.821, -0.385], [0.120, 0.338, 0.146], [0.083, 0.272, -0.063], [0.375, 0.459, -0.239], [0.359, -0.217, 0.362], [0.340, -0.384, -0.172], [0.395, 0.851, 0.695], [-0.356, -0.554, -0.526], [-0.942, 0.926, -1.062], [-0.244, -0.080, 0.193], [0.068, -0.448, 0.311], [0.004, -0.178, 0.091], [0.274, -0.771, -0.150], [-0.185, -0.233, 0.311], [-0.009, -0.103, 0.177], [0.218, 0.091, 0.601], [0.589, -0.253, 0.208], [0.124, 0.060, -0.300]],
  "lowdin_charge": [-0.05, -0.21, 0.04, -0.40, 0.16, -0.54, 0.17, 0.16, 0.15, 0.07, 0.08, 0.08, 0.12, 0.13, -0.02, -0.21, -0.01, -0.42, 0.11, -0.57, 0.16, 0.17, 0.18, 0.08, 0.07, 0.06, 0.06, 0.09, -0.05, -0.20, 0.06, -0.35, 0.07, -0.52, 0.19, 0.16, 0.16, 0.07, 0.07, 0.09, 0.13, 0.11, 0.52, -1.53, 0.55, 0.61, -0.01, 0.53, -1.51, 0.56, 0.54, -0.03, 0.54, -1.51, 0.53, 0.53, -0.02, -0.05, -0.18, -0.06, -0.34, 0.01, 0.09, 0.09, 0.09, 0.09, 0.07, 0.03, 0.10, -0.07, -0.17, -0.03, -0.34, 0.00, 0.08, 0.06, 0.09, 0.09, 0.08, 0.07, 0.13, -0.04, -0.20, -0.04, -0.35, 0.00, 0.09, 0.08, 0.07, 0.08, 0.09, 0.09, 0.14, -0.02, -0.15, -0.02, -0.30, 0.00, 0.10, 0.07, 0.02, 0.07, 0.09, 0.09, 0.15],
  "homo_energy_ha": -0.3353,
  "e_lumo_ev": 0.03,
  "relative_energy_kj_mol": 0.0,
  "total_energy_ha": -7068.33193,
  "smiles": "CCOC(=O)C(F)(F)F.CCOC(=O)C(F)(F)F.CCOC(=O)C(F)(F)F.ClC(Cl)Cl.ClC(Cl)Cl.ClC(Cl)Cl.CN(C)C=O.CN(C)C=O.CN(C)C=O.CN(C)C=O",
  "homo_lumo_gap_ev": 9.1593
}